10 unconnected molecules or ions with the total composition C32H89N9O15 in a non-equilibrium geometry. Source: OMol25; level of theory: wB97M-V/def2-TZVPD.

XYZ file:
```
145
Properties=species:S:1:pos:R:3:forces:R:3:mulliken_charge:R:1
C -4.73627 2.66685 1.91410 0.06 -0.16 -0.38 0.294
O -5.20688 1.43847 1.40760 -0.59 -0.23 -0.08 -0.396
C -6.07371 0.77804 2.32616 1.15 0.40 -0.47 -0.330
C -6.67742 -0.43667 1.66165 -0.83 0.14 0.63 -1.165
N -7.48312 -0.10947 0.49730 0.01 -0.04 -0.37 -0.003
C -8.71898 0.58936 0.81779 -0.22 -0.13 0.45 -0.490
C -9.70921 0.50835 -0.34648 0.42 0.30 0.93 -0.756
O -9.19190 1.11547 -1.49918 -0.07 -0.53 -0.17 -0.352
C -8.87400 2.48924 -1.33188 -0.86 -0.37 -0.08 0.228
H -5.55955 3.25701 2.33615 0.06 -0.10 0.24 -0.449
H -4.36194 3.26423 1.08003 0.09 -0.50 0.23 -0.150
H -3.91140 2.54175 2.61874 -0.68 -0.18 -0.07 0.742
H -6.80492 1.50972 2.68867 -0.29 -0.19 -0.03 0.285
H -5.47382 0.46105 3.18974 -0.17 -0.10 0.14 0.379
H -7.32809 -0.90023 2.42831 0.18 -0.09 0.10 0.441
H -5.90403 -1.16584 1.42931 0.09 0.14 -0.28 0.461
H -7.75625 -0.97226 0.03949 0.19 0.00 -0.08 0.271
H -8.53651 1.63583 1.06935 0.21 0.01 -0.07 0.073
H -9.17222 0.16627 1.73417 -0.21 -0.05 -0.15 0.440
H -10.65988 0.97158 -0.04953 0.02 0.15 0.03 0.338
H -9.92870 -0.55046 -0.50348 0.11 0.04 -0.59 0.425
H -8.72603 2.84969 -2.34226 0.35 0.28 0.19 -0.296
H -8.02421 2.63650 -0.66288 0.22 0.02 -0.32 -0.223
H -9.73495 3.02178 -0.90724 0.03 0.03 0.01 0.480
C -7.30036 4.93957 0.71470 0.05 0.13 0.03 -0.994
O -6.35067 5.68401 1.45927 -0.23 0.02 0.10 0.572
C -6.74913 5.77091 2.82865 0.87 -0.66 -0.23 -0.462
C -5.69502 6.58135 3.56870 -0.72 0.97 -0.76 -1.270
N -4.36905 6.00515 3.57018 -0.15 -0.27 0.63 -0.169
C -4.20383 4.92860 4.54702 0.27 0.32 -0.67 -0.419
C -2.79992 4.36991 4.49975 -0.10 -0.40 1.28 -0.977
O -2.60485 3.70689 3.27996 0.54 0.70 0.11 -0.025
C -1.31605 3.19664 3.11140 0.89 -0.40 -0.20 -1.004
H -8.11156 5.59510 0.38426 -0.14 -0.15 0.02 0.327
H -7.69765 4.12565 1.33196 -0.11 -0.03 -0.10 0.605
H -6.83997 4.49876 -0.17038 0.19 0.17 0.04 -0.099
H -6.71609 4.73784 3.20736 -0.45 0.10 0.22 0.189
H -7.76234 6.17218 2.91857 0.00 0.13 0.07 0.414
H -6.08528 6.83067 4.55859 0.38 -0.30 0.22 0.481
H -5.64171 7.54956 3.05178 0.06 -0.06 0.03 0.442
H -4.19476 5.64097 2.64030 0.19 0.02 0.02 -0.107
H -4.89351 4.09366 4.36095 -0.02 -0.04 0.21 0.132
H -4.38992 5.31559 5.54950 -0.03 0.07 0.01 0.501
H -2.74615 3.66449 5.35164 0.12 -0.24 -0.30 0.492
H -2.00854 5.09223 4.73095 -0.19 0.37 -0.46 0.427
H -0.92190 2.76757 4.03938 -0.12 -0.08 0.02 0.342
H -0.56821 3.91476 2.74984 -0.31 0.38 0.18 0.269
H -1.33101 2.41820 2.34724 -0.29 -0.09 0.08 0.319
C -7.01798 8.26844 -1.30325 -0.06 -0.89 -0.62 -0.002
O -6.43596 9.43975 -1.80197 0.17 -0.12 -0.14 -0.139
C -7.38632 10.40666 -2.20483 0.32 0.56 0.23 -0.547
C -6.70888 11.40031 -3.12663 0.28 -0.26 -0.13 -0.644
N -5.82032 12.30213 -2.40748 -0.11 0.01 -0.35 -0.290
C -5.32316 13.40088 -3.23981 0.05 -0.17 0.69 -0.617
C -4.64120 14.43395 -2.36012 0.30 -0.31 -0.04 -0.655
O -3.29932 13.99393 -2.13952 0.03 0.47 -0.15 -0.221
C -2.49032 15.06180 -1.67333 0.08 -0.50 -0.07 -0.797
H -7.48422 8.37022 -0.31774 0.02 0.18 0.03 0.322
H -6.26878 7.47360 -1.26617 0.28 0.29 0.36 -0.550
H -7.73749 7.85654 -2.02727 -0.30 0.27 0.16 0.249
H -7.71210 10.95314 -1.31014 -0.38 -0.09 -0.10 0.241
H -8.22741 9.94475 -2.73186 -0.04 -0.13 0.12 0.359
H -7.45776 12.00309 -3.64405 -0.12 0.00 0.12 0.480
H -6.19357 10.80752 -3.90018 0.01 0.09 -0.07 0.193
H -5.02306 11.78091 -2.05849 -0.05 -0.02 0.13 0.234
H -6.15716 13.85307 -3.77850 -0.08 -0.02 0.09 0.499
H -4.58104 13.06758 -3.97586 -0.06 0.05 -0.17 0.221
H -5.10914 14.50336 -1.37425 -0.37 0.06 -0.13 0.333
H -4.68855 15.41856 -2.84216 0.33 0.00 -0.01 0.440
H -1.52117 14.66020 -1.37759 -0.07 -0.12 -0.02 0.232
H -2.94194 15.53260 -0.79551 -0.01 0.21 -0.08 0.302
H -2.32130 15.77329 -2.48683 -0.11 0.25 0.16 0.312
C -2.51507 9.93836 -3.83410 -0.02 0.32 -0.75 -0.796
O -2.66553 8.77752 -3.05172 0.13 0.59 0.58 -0.140
C -1.51660 8.55374 -2.24300 1.25 -1.07 -0.58 -0.945
C -1.73776 7.30507 -1.42741 -1.80 -0.53 -0.10 -0.203
N -2.85573 7.48060 -0.46837 1.22 -0.36 -0.24 -0.257
C -3.20702 6.22862 0.20739 -1.81 0.45 -0.32 -1.491
C -3.82273 5.10966 -0.62898 0.68 0.00 -0.54 3.021
O -2.79141 4.36625 -1.26545 0.18 -0.18 0.20 -0.627
C -3.27105 3.43766 -2.21602 -0.68 0.11 0.41 -0.384
H -2.02588 10.76068 -3.30540 -0.28 -0.02 0.30 0.338
H -3.50129 10.24028 -4.18726 -0.03 0.09 0.18 0.118
H -1.90529 9.77863 -4.73553 0.04 -0.34 0.14 0.338
H -1.17561 9.42472 -1.67920 -0.59 0.18 0.18 0.443
H -0.69104 8.30712 -2.92999 0.09 0.17 0.03 0.419
H -0.87987 6.85993 -0.92642 0.28 0.58 0.10 0.501
H -2.05510 6.53190 -2.14208 0.31 0.01 -0.18 0.051
H -3.64706 7.80186 -1.01608 -0.13 0.01 0.18 0.117
H -4.08254 6.51341 0.80593 0.48 -0.06 0.56 0.137
H -2.39172 5.83825 0.81249 0.07 0.15 0.12 0.564
H -4.50278 5.52921 -1.38435 0.03 0.09 0.00 -0.192
H -4.41929 4.44216 0.00575 0.09 0.35 -0.22 -1.519
H -4.26145 3.07101 -1.91991 0.01 0.06 -0.03 -0.145
H -2.63169 2.55737 -2.23749 0.30 0.22 -0.23 0.362
H -3.38063 3.92882 -3.18654 0.11 -0.26 -0.16 0.248
C -9.33671 4.08798 -5.13884 0.66 0.36 -0.73 -0.500
O -10.67702 3.70758 -5.36319 -0.31 -0.24 0.47 -0.409
C -11.32651 4.51710 -6.32896 0.30 -0.26 0.00 -0.696
C -12.66692 3.88280 -6.64141 -0.35 0.52 -0.14 -0.699
N -12.57030 2.94324 -7.75089 -0.12 -0.45 0.32 -0.331
C -13.85554 2.27702 -8.03914 0.73 0.16 -0.41 -0.679
C -13.94501 1.83766 -9.49564 -0.54 -0.04 0.50 -0.578
O -13.30465 0.59266 -9.62509 0.69 -0.07 -0.09 -0.294
C -13.37907 0.09051 -10.93524 -0.45 0.63 -0.47 -0.726
H -8.76785 4.07488 -6.07463 -0.11 0.08 -0.02 0.492
H -8.81701 3.39171 -4.48544 -0.43 -0.08 0.21 -0.251
H -9.27820 5.10405 -4.73340 0.03 -0.06 0.10 0.263
H -10.71242 4.55491 -7.23546 -0.08 0.04 -0.06 0.450
H -11.41859 5.54648 -5.95672 -0.12 0.00 0.07 0.383
H -13.37635 4.66587 -6.93159 0.07 0.00 -0.06 0.479
H -13.07466 3.43639 -5.72130 0.10 -0.04 0.04 0.302
H -11.95620 2.19960 -7.42943 0.30 0.16 -0.29 0.218
H -14.66467 2.98172 -7.84154 -0.06 -0.13 0.15 0.449
H -13.91915 1.37657 -7.42079 -0.61 0.08 0.08 0.329
H -13.50716 2.60519 -10.14279 0.10 -0.08 -0.04 0.335
H -15.00810 1.71672 -9.76035 0.03 0.05 -0.09 0.384
H -13.03014 0.80921 -11.69143 0.15 0.14 0.24 0.297
H -14.43727 -0.07675 -11.17844 0.11 -0.45 -0.10 0.295
H -12.76287 -0.79455 -11.05203 -0.18 -0.21 0.32 0.252
N -10.64137 7.11323 -1.46657 -0.11 -0.31 -0.09 -0.441
C -10.41511 5.94241 -2.14463 0.15 0.69 -0.60 0.506
N -11.41850 5.61187 -3.00848 -0.18 -0.37 -0.03 -0.339
O -9.35090 5.34671 -2.03428 -0.18 -0.15 0.03 -0.326
H -11.53896 7.55432 -1.51404 0.03 0.19 0.24 0.169
H -9.95464 7.39786 -0.79386 -0.08 0.06 0.05 0.200
H -12.23187 6.18789 -3.11240 0.02 0.15 0.16 0.156
H -11.37982 4.82259 -3.64189 0.51 -0.15 0.19 0.161
N -6.30835 2.19068 -3.38547 0.06 -0.07 -0.84 0.211
C -6.65747 1.38545 -4.42752 -0.23 0.17 -0.15 0.689
N -6.96697 0.10534 -4.08286 0.18 -0.59 0.65 -0.336
O -6.74317 1.79544 -5.58461 -0.07 -0.27 0.13 -0.756
H -6.31095 3.19537 -3.56318 0.08 -0.31 0.47 -0.301
H -6.18179 1.80983 -2.46795 -0.14 0.15 0.21 0.112
H -7.12056 -0.63832 -4.73594 0.05 0.39 -0.46 0.221
H -6.87553 -0.19047 -3.12668 -0.10 0.14 0.06 0.133
O -6.69767 5.01149 -3.28683 0.23 0.42 0.24 0.108
H -6.02293 5.71196 -3.22306 0.02 -0.10 -0.25 0.076
H -7.46090 5.33910 -2.79178 -0.31 -0.20 -0.04 -0.045
O -4.60776 6.79858 -3.80126 -0.12 0.12 0.09 -0.351
H -3.93746 6.46943 -4.40857 -0.04 -0.02 0.00 0.211
H -4.26476 7.64911 -3.48632 0.17 -0.14 0.01 0.100
O -6.24734 4.42075 -6.30100 -0.05 -0.32 -0.05 -0.730
H -6.49166 3.47487 -6.15816 0.32 0.50 0.04 0.451
H -6.26825 4.80716 -5.41808 -0.16 -0.01 0.01 0.215
```
Positions in Å, forces in eV/Å.

Summary:
HOMO level	-8.306	eV
calculated total energy	-78746.826	eV
net charge	0
frontier orbital gap	8.69	eV
multiplicity	1
ΔE to the lowest compared entry with this formula, charge and spin	0.0	kJ/mol